# 1
This record from OMol25 describes C29H25CaN5O2PS as an isolated structure. The level of theory is ωB97M-V/def2-TZVPD.

Properties
**Total charge**: +1
**HOMO level**: -11.206 eV
**ΔE to the lowest compared entry with this formula, charge and spin**: 21.4 kcal/mol
**Frontier orbital gap**: 0.315 Ha

Last column: Mulliken charge in e.
Atoms and positions in Å:
Ca: -1.61 -0.48 -0.73  1.883
N: -4.03 0.05 -1.70  -0.471
N: -3.50 -0.94 -2.60  -0.172
C: -2.21 -0.61 -3.18  0.673
O: -1.76 -1.34 -4.02  -0.631
O: -1.66 0.42 -2.58  -0.854
H: -4.98 -0.24 -1.47  0.223
H: -4.07 0.95 -2.17  0.260
H: -4.13 -1.25 -3.34  0.313
N: 0.85 -4.05 -1.20  -0.040
C: 1.71 -3.35 -2.05  0.850
C: 2.84 -3.74 -2.74  -1.249
C: 3.40 -2.78 -3.57  -0.500
C: 2.84 -1.50 -3.70  -0.835
C: 1.72 -1.13 -2.98  -0.384
C: 1.17 -2.08 -2.13  -0.373
N: 0.02 -2.00 -1.31  0.415
C: -0.13 -3.21 -0.82  0.024
C: -1.32 -3.62 -0.05  -0.350
C: -1.69 -4.87 0.30  -0.449
S: -3.20 -4.84 1.06  -0.108
C: -3.28 -3.17 0.88  -0.386
N: -2.24 -2.62 0.29  0.018
H: 0.92 -5.02 -0.95  0.221
H: 3.26 -4.74 -2.67  0.452
H: 4.28 -3.03 -4.14  0.432
H: 3.28 -0.79 -4.38  0.455
H: 1.26 -0.15 -3.10  0.522
H: -1.16 -5.80 0.13  0.366
H: -4.12 -2.59 1.24  0.446
C: -0.22 1.18 5.73  -0.504
C: 0.10 2.35 5.06  -0.650
C: 0.09 2.40 3.67  -0.459
C: -0.25 1.27 2.94  0.547
C: -0.59 0.09 3.62  -0.184
C: -0.57 0.04 5.01  -0.680
P: -0.26 1.21 1.14  0.194
C: -0.67 2.88 0.54  0.620
C: 0.23 3.93 0.45  -0.152
C: -0.18 5.18 0.01  -0.867
C: -1.51 5.40 -0.34  -0.570
C: -2.42 4.36 -0.25  -0.780
C: -2.00 3.11 0.18  -0.259
C: 1.50 0.94 0.66  1.009
C: 2.21 -0.07 1.31  -0.767
C: 3.50 -0.40 0.91  -0.758
C: 4.10 0.29 -0.14  -0.550
C: 3.40 1.29 -0.80  -0.979
C: 2.10 1.60 -0.41  -0.280
H: -0.21 1.15 6.81  0.386
H: 0.36 3.24 5.62  0.410
H: 0.33 3.33 3.17  0.356
H: -0.88 -0.79 3.06  0.357
H: -0.83 -0.87 5.52  0.409
H: 1.27 3.78 0.71  0.613
H: 0.54 5.99 -0.06  0.416
H: -1.83 6.37 -0.68  0.407
H: -3.45 4.52 -0.52  0.419
H: -2.73 2.31 0.24  0.240
H: 1.77 -0.61 2.14  0.381
H: 4.04 -1.18 1.43  0.453
H: 5.11 0.04 -0.45  0.432
H: 3.85 1.82 -1.62  0.418
H: 1.57 2.37 -0.95  0.617


# 2
This record from OMol25 describes C29H25F6N2O4PS2W as an isolated structure. The level of theory is ωB97M-V/def2-TZVPD.

Properties
**Total charge**: +2
**HOMO level (spin up / spin down)**: -13.828 / -13.857 eV
**ΔE to the lowest compared entry with this formula, charge and spin**: 24.9 kcal/mol
**Frontier orbital gap (spin up / spin down)**: 0.221 / 0.239 Ha
**Expectation value of S²**: 2.027
**Multiplicity**: 3

Last column: Mulliken charge in e.
Atoms and positions in Å:
W: -0.55 -0.43 -0.71  0.578
F: -5.40 -0.69 -2.35  -0.163
C: -5.26 -0.88 -1.05  0.483
F: -5.52 0.24 -0.39  -0.177
F: -6.02 -1.86 -0.64  -0.163
S: -3.51 -1.30 -0.65  1.202
O: -2.69 -0.18 -1.25  -0.807
O: -3.38 -1.38 0.78  -0.508
N: -3.28 -2.65 -1.41  -0.564
S: -1.91 -3.38 -1.22  0.939
O: -1.76 -4.51 -2.05  -0.568
O: -0.77 -2.36 -1.33  -0.676
C: -1.70 -3.98 0.54  0.668
F: -0.91 -5.02 0.47  -0.197
F: -2.87 -4.29 1.03  -0.206
F: -1.12 -3.03 1.28  -0.125
C: 5.53 -0.58 1.90  -0.563
C: 5.32 0.69 1.37  -0.866
C: 4.18 0.96 0.63  -0.268
C: 3.25 -0.07 0.43  0.686
C: 3.47 -1.34 0.95  -0.533
C: 4.61 -1.59 1.69  -0.800
P: 1.84 0.22 -0.62  2.091
C: 0.99 1.75 -0.13  0.716
C: 1.17 2.31 1.14  -1.147
C: 0.27 3.25 1.60  -0.766
C: -0.87 3.60 0.86  -0.903
C: -1.06 3.05 -0.38  -1.118
C: -0.13 2.13 -0.91  -0.060
C: 2.32 0.36 -2.33  0.474
C: 3.60 0.56 -2.77  -0.742
C: 3.86 0.67 -4.15  -1.061
C: 2.83 0.54 -5.04  -0.880
C: 1.50 0.31 -4.61  0.311
C: 0.44 0.13 -5.52  -0.697
C: -0.82 -0.14 -5.08  -1.220
C: -1.10 -0.20 -3.70  -0.435
C: -0.09 -0.05 -2.76  0.194
C: 1.24 0.22 -3.22  0.926
H: 6.43 -0.77 2.47  0.445
H: 6.04 1.48 1.54  0.451
H: 4.02 1.94 0.21  0.550
H: 2.75 -2.14 0.78  0.468
H: 4.79 -2.58 2.09  0.451
H: 2.00 2.01 1.75  0.501
H: 0.45 3.73 2.56  0.588
H: -1.57 4.33 1.25  0.501
H: -1.89 3.36 -1.00  0.541
H: -0.13 1.99 -1.97  1.011
H: 4.43 0.63 -2.07  0.520
H: 4.87 0.83 -4.49  0.452
H: 3.03 0.60 -6.11  0.448
H: 0.64 0.20 -6.59  0.446
H: -1.63 -0.29 -5.78  0.487
H: -2.12 -0.38 -3.40  0.537
C: -1.03 1.37 4.47  -1.594
C: -1.80 0.28 3.71  1.919
C: -3.31 0.56 3.71  -1.566
C: -1.50 -1.12 4.29  -1.593
C: -1.33 0.27 2.32  0.078
N: -0.95 0.24 1.23  -0.264
H: -1.37 1.35 5.51  0.486
H: -1.23 2.36 4.07  0.318
H: 0.05 1.19 4.47  0.342
H: -3.65 0.49 4.75  0.435
H: -3.85 -0.16 3.11  0.396
H: -3.52 1.57 3.35  0.394
H: -1.76 -1.10 5.35  0.463
H: -0.45 -1.38 4.19  0.372
H: -2.10 -1.89 3.80  0.360


# 3
This record from OMol25 describes C29H25IrN3O4SSe as an isolated structure. The level of theory is ωB97M-V/def2-TZVPD.

Properties
**Total charge**: +2
**HOMO level (spin up / spin down)**: -13.703 / -13.713 eV
**ΔE to the lowest compared entry with this formula, charge and spin**: 15.1 kcal/mol
**Frontier orbital gap (spin up / spin down)**: 0.233 / 0.196 Ha
**Expectation value of S²**: 0.761
**Multiplicity**: 2

Last column: Mulliken charge in e.
Atoms and positions in Å:
Ir: -1.02 -0.55 0.09  0.863
O: -3.58 -3.51 1.75  -0.423
C: -2.54 -2.86 1.30  0.262
O: -2.43 -1.64 1.36  -0.247
C: -1.42 -3.69 0.80  0.282
C: -1.34 -5.07 0.83  -0.609
C: -0.11 -5.64 0.52  -0.627
C: 0.98 -4.82 0.28  -0.836
C: 0.80 -3.44 0.28  0.710
N: -0.40 -2.91 0.46  -0.226
C: 1.84 -2.36 0.28  0.670
O: 3.12 -2.65 0.18  -0.436
O: 1.49 -1.21 0.44  -0.364
H: -4.25 -2.91 2.12  0.405
H: -2.19 -5.67 1.12  0.526
H: 0.01 -6.71 0.52  0.477
H: 1.96 -5.27 0.13  0.285
H: 3.30 -3.59 0.06  0.291
C: 5.44 3.26 -0.60  -2.102
C: 4.41 2.24 -0.10  2.129
C: 3.81 2.77 1.21  -1.652
C: 5.13 0.91 0.17  -1.483
C: 3.31 1.97 -1.12  0.076
C: 3.45 2.34 -2.47  -0.433
C: 2.46 2.11 -3.40  -1.261
C: 1.31 1.46 -2.99  0.519
S: -0.14 1.17 -3.88  -0.327
C: -0.87 0.50 -2.51  0.835
N: -0.08 0.41 -1.45  0.223
C: 1.17 1.02 -1.67  -1.110
C: 2.16 1.30 -0.73  0.348
C: -2.26 0.16 -2.35  0.617
C: -3.22 0.24 -3.35  -0.863
C: -4.55 0.06 -3.02  -0.850
C: -4.92 -0.19 -1.71  -0.928
C: -3.96 -0.29 -0.71  0.152
C: -2.62 -0.14 -1.03  0.051
H: 6.15 3.48 0.19  0.430
H: 4.96 4.20 -0.89  0.485
H: 6.01 2.88 -1.45  0.420
H: 4.62 2.99 1.92  0.475
H: 3.15 2.05 1.69  0.321
H: 3.26 3.70 1.04  0.384
H: 5.94 1.06 0.88  0.437
H: 5.54 0.49 -0.75  0.357
H: 4.44 0.17 0.60  0.278
H: 4.34 2.86 -2.79  0.454
H: 2.58 2.44 -4.43  0.443
H: 2.04 0.99 0.29  0.391
H: -2.93 0.47 -4.37  0.474
H: -5.31 0.13 -3.79  0.438
H: -5.97 -0.30 -1.46  0.454
H: -4.27 -0.46 0.31  0.538
Se: -0.99 1.39 1.31  0.139
C: -2.61 1.41 2.33  0.439
C: -3.69 2.14 1.87  -0.339
C: -4.84 2.15 2.65  -0.446
N: -4.94 1.51 3.80  -0.518
C: -3.88 0.83 4.25  -0.450
C: -2.68 0.75 3.55  -0.254
H: -3.65 2.68 0.93  0.462
H: -5.71 2.71 2.33  0.399
H: -3.99 0.34 5.21  0.397
H: -1.84 0.20 3.96  0.449


# 4
This record from OMol25 describes C29H25N4O4S2V as an isolated structure. The level of theory is ωB97M-V/def2-TZVPD.

Properties
**Total charge**: +3
**HOMO level (spin up / spin down)**: -16.449 / -16.459 eV
**Frontier orbital gap (spin up / spin down)**: 0.161 / 0.162 Ha
**Expectation value of S²**: 1.202
**Multiplicity**: 2

Last column: Mulliken charge in e.
Atoms and positions in Å:
V: 12.76 11.31 8.33  0.110
O: 18.98 11.89 10.43  -0.510
C: 18.86 11.46 9.07  -0.496
C: 17.44 11.04 8.82  0.232
C: 16.91 10.72 7.54  -0.996
C: 15.53 10.60 7.38  -0.260
N: 14.68 10.80 8.43  0.024
C: 15.22 10.85 9.67  0.589
C: 16.56 10.95 9.93  -0.698
C: 14.28 10.90 10.73  1.035
C: 14.68 11.21 12.02  -0.979
C: 13.75 11.02 13.07  0.304
C: 14.24 11.14 14.48  -0.561
O: 15.64 11.11 14.58  -0.503
C: 12.41 10.85 12.69  -0.998
C: 12.08 10.59 11.36  0.015
N: 13.03 10.58 10.36  0.051
H: 19.92 12.09 10.56  0.336
H: 19.57 10.65 8.90  0.389
H: 19.08 12.27 8.37  0.374
H: 17.61 10.52 6.71  0.471
H: 15.04 10.34 6.46  0.540
H: 16.98 11.08 10.94  0.552
H: 15.73 11.35 12.23  0.494
H: 13.84 10.32 15.10  0.400
H: 13.81 12.06 14.96  0.374
H: 15.88 11.19 15.51  0.337
H: 11.54 10.94 13.38  0.431
H: 11.10 10.26 11.04  0.201
C: 8.67 18.09 5.75  -1.381
C: 9.50 17.29 6.74  0.900
C: 10.04 16.08 6.27  -0.951
C: 10.77 15.25 7.11  -0.225
C: 10.64 15.42 8.49  0.000
C: 10.08 16.61 9.01  -0.337
C: 9.52 17.55 8.11  -0.614
S: 11.51 14.26 9.44  1.221
O: 12.90 14.63 9.34  -0.680
O: 10.80 13.93 10.68  -0.601
N: 11.52 12.89 8.41  0.751
C: 10.40 12.10 8.23  0.417
C: 9.10 12.57 8.55  -0.158
C: 8.03 11.81 9.00  -0.948
C: 8.08 10.46 9.39  -0.328
C: 9.07 9.45 9.12  1.118
C: 8.70 8.11 9.33  -0.956
C: 9.53 7.05 9.10  -0.722
C: 10.88 7.31 8.73  -0.331
N: 11.29 8.51 8.46  -0.248
C: 10.38 9.56 8.47  -0.196
H: 8.99 17.89 4.72  0.363
H: 8.78 19.16 5.89  0.409
H: 7.58 17.87 5.82  0.292
H: 10.11 15.89 5.22  0.361
H: 11.37 14.45 6.65  0.281
H: 10.07 16.67 10.08  0.496
H: 9.05 18.44 8.58  0.393
H: 8.96 13.66 8.49  0.242
H: 7.10 12.37 9.17  0.473
H: 7.24 10.06 9.93  0.495
H: 7.69 7.96 9.60  0.484
H: 9.20 6.04 9.20  0.492
H: 11.62 6.49 8.59  0.490
S: 11.86 10.73 6.33  0.039
C: 10.82 10.78 7.80  0.698